Version a
The following is a quantum chemistry calculation of a structure of composition C3H10N2O, from the OMol25 dataset.

```
! wB97M-V def2-TZVPD RIJCOSX def2/J DEFGRID3
* xyz 0 1
O -0.32679 -0.81146 -0.22914
N 2.56842 0.67465 -0.71995
N 1.67222 -0.58739 1.03470
C -2.20416 0.74717 0.03364
C -1.69510 -0.69800 0.04309
C 2.12906 -0.48165 -0.20179
H 1.90410 0.16003 1.69270
H 2.51868 0.80833 -1.74734
H -2.26115 -1.30087 -0.68306
H 0.50949 -0.84009 0.73464
H 2.30067 1.44604 -0.17975
H -3.28739 0.82047 0.14142
H -1.89219 -1.17909 1.05386
H -1.73999 1.32686 0.85534
H -1.97005 1.20301 -0.92438
H 1.77421 -1.28799 -0.90397
*
```

The calculation puts the HOMO-LUMO gap at 0.3281 Eh. The value obtained for the LUMO energy is 0.02110 Ha.

***

Version b
The following is a quantum chemistry calculation of a cluster of 2 separate species, C3H10N2O in total, from the OMol25 dataset.

```
! wB97M-V def2-TZVPD RIJCOSX def2/J DEFGRID3
* xyz 0 1
O -0.18308 0.74699 -2.30957
N 1.88450 -1.20336 0.86418
N -1.60964 -0.02697 -0.43294
C 0.86340 -1.88858 1.15131
C 1.72136 0.30197 1.10994
C -1.35113 0.94853 -1.46026
H 0.82911 -2.74721 1.83292
H -1.14887 2.00396 -1.19587
H -1.55155 0.50008 0.43267
H 1.15950 0.49638 2.01948
H 0.51965 0.46038 -1.71771
H -2.59130 -0.28807 -0.45193
H 1.18878 0.75981 0.24401
H -2.21864 0.94658 -2.15021
H 2.70094 0.74265 1.17878
H -0.21302 -1.75314 0.88521
*
```

The calculation puts the HOMO-LUMO gap at 0.3365 Eh. The value obtained for the LUMO energy is 0.01972 Ha. As for the structure (SMILES): C=NC.NCO.

***

Version c
The following is a quantum chemistry calculation of a cluster of 2 separate species, C3H10N2O in total, from the OMol25 dataset.

```
! wB97M-V def2-TZVPD RIJCOSX def2/J DEFGRID3
* xyz 0 1
O -0.68273 1.25764 3.38278
N 0.59806 1.92623 0.00104
N -0.81257 0.14349 -0.00858
C 0.59269 -1.79793 -1.30888
C -0.79308 -1.06977 -1.03551
C -0.30119 1.18176 -0.56231
H -1.03450 0.38598 3.44295
H 0.64403 -2.85858 -1.75413
H -0.20034 1.45776 4.19376
H 1.44697 2.37227 -0.44337
H 1.14949 -1.66853 -0.43693
H -1.34796 -1.84794 -0.51994
H 1.03834 -1.08282 -1.98856
H -0.15050 0.98058 -1.75485
H -1.13432 -0.65970 -1.99098
H 0.98761 1.27953 0.78350
*
```

The calculation puts the HOMO-LUMO gap at 0.3442 Eh. The value obtained for the LUMO energy is 0.03345 Ha. As for the structure (SMILES): CC/N=C/N.O.

***

So which one wins? Going from most stable to least: version a, version c, version b.

***

Version a
The following is a quantum chemistry calculation of the molecule C3H9NS2, from the OMol25 dataset.

```
! wB97M-V def2-TZVPD RIJCOSX def2/J DEFGRID3
* xyz 0 1
S -1.20714 -0.98572 2.10539
S -1.17988 -1.80932 0.21123
N 0.40134 1.47218 -0.90918
C -0.05470 -0.93335 -0.96246
C -0.56988 0.46817 -1.32566
C 0.41642 -0.17812 2.14025
H 1.10195 -0.97731 1.85080
H 0.09575 2.41318 -1.10430
H 0.68972 0.03273 3.16543
H 0.96103 -0.86369 -0.57814
H -1.45922 0.61148 -0.71236
H -0.13558 -1.71237 -1.71912
H 0.52639 0.70828 1.52337
H 1.29897 1.25193 -1.31996
H -0.88519 0.50192 -2.36530
*
```

The calculation puts the HOMO-LUMO gap at 0.3141 Eh. The value obtained for the LUMO energy is 0.03032 Ha. As for the structure (SMILES): CSSCCN.

***

Version b
The following is a quantum chemistry calculation of the molecule C3H9NS2, from the OMol25 dataset.

```
! wB97M-V def2-TZVPD RIJCOSX def2/J DEFGRID3
* xyz 0 1
S -2.08342 3.30191 -1.37629
S -2.24598 1.32144 -0.92344
N 0.89312 -0.64383 0.79410
C -0.65004 1.08951 -0.03279
C 1.48124 -1.98485 0.94533
C -0.33055 -0.48883 -0.12683
H 1.57741 0.06393 0.64074
H -0.18635 -0.85411 -1.18636
H -1.55157 3.55969 -2.67110
H 0.13603 1.45432 -0.69519
H -0.67581 1.45176 1.03844
H 1.87532 -2.41161 -0.04642
H 2.32154 -2.09172 1.67935
H -1.12848 -1.10361 0.67292
H 0.56753 -2.66400 1.28754
*
```

The calculation puts the HOMO-LUMO gap at 0.3428 Eh. The value obtained for the LUMO energy is 0.01823 Ha. As for the structure (SMILES): CNCCSS.

***

Version c
The following is a quantum chemistry calculation of the molecule C3H9NS2, from the OMol25 dataset.

```
! wB97M-V def2-TZVPD RIJCOSX def2/J DEFGRID3
* xyz 0 1
S -1.64867 -3.42916 1.11292
S -1.25405 -1.18734 1.55944
N 1.50584 2.11856 -0.68746
C 0.45330 1.40485 -0.05064
C -1.04314 -0.66114 -0.12471
C 0.41360 -0.14168 -0.32671
H -1.86415 0.01382 -0.39007
H 0.63216 1.35358 1.04950
H -1.39324 -3.52618 2.44001
H 0.72999 -0.10190 -1.38842
H -0.95590 -1.36232 -0.96873
H -0.52108 1.84756 -0.25740
H 2.46410 1.82017 -0.63389
H 1.15253 -0.67012 0.26039
H 1.32872 2.52128 -1.59424
*
```

The calculation puts the HOMO-LUMO gap at 0.2913 Eh. The value obtained for the LUMO energy is -0.01877 Ha. As for the structure (SMILES): NCCCSS.

***

So which one wins? Going from most stable to least: version a, version c, version b.

***

Version a
The following is a quantum chemistry calculation of the molecule C4H5NO2, from the OMol25 dataset.

```
! wB97M-V def2-TZVPD RIJCOSX def2/J DEFGRID3
* xyz 0 1
O 1.83401 -0.02181 0.66866
O 2.60537 0.18770 -0.54827
N 0.49951 0.03005 0.45120
C -0.24445 -1.13849 0.38283
C -1.46603 0.70365 -0.16992
C -0.24126 1.10294 0.16706
C -1.49893 -0.66811 0.00170
H -2.44740 -1.19643 0.05224
H -2.21092 1.44654 -0.34033
H 2.68818 -0.56718 -1.16209
H 0.14283 2.10978 0.05883
H 0.33909 -1.98865 0.43809
*
```

The calculation puts the HOMO-LUMO gap at 0.3465 Eh. The value obtained for the LUMO energy is 0.02463 Ha. As for the structure (SMILES): OOn1cccc1.

***

Version b
The following is a quantum chemistry calculation of the molecule C4H5NO2, from the OMol25 dataset.

```
! wB97M-V def2-TZVPD RIJCOSX def2/J DEFGRID3
* xyz 0 1
O 2.18003 0.49384 0.14439
O -0.05893 1.62300 0.85628
N 0.25604 -0.99829 0.32021
C -1.03910 1.07474 0.39970
C 0.00782 -0.78166 -1.08445
C 1.30167 0.03117 0.82136
C -0.99602 -0.31953 -0.06756
H 1.27865 0.07566 1.91872
H -1.95885 -0.84704 -0.07154
H -1.98412 1.62088 0.40222
H -0.39336 -1.57328 -1.71845
H 0.75801 -0.14503 -1.54341
*
```

The calculation puts the HOMO-LUMO gap at 0.3686 Eh. The value obtained for the LUMO energy is 0.00772 Ha. As for the structure (SMILES): O=C[C@H]1CN1C=O.

***

Version c
The following is a quantum chemistry calculation of the molecule C4H5NO2, from the OMol25 dataset.

```
! wB97M-V def2-TZVPD RIJCOSX def2/J DEFGRID3
* xyz 0 1
O 0.05285 -0.41535 -2.35010
O -1.60205 1.38678 -0.43863
N -0.46081 -0.34440 0.59190
C -1.11454 -0.49717 -1.75481
C 0.13603 0.43433 1.64884
C -1.04177 0.31031 -0.49253
C 0.98688 -0.38256 0.73842
H -0.06751 0.08267 2.65589
H 1.58186 0.14792 -0.00260
H 1.39863 -1.33069 1.07501
H 0.13554 1.51334 1.51538
H -0.00511 -0.90518 -3.18678
*
```

The calculation puts the HOMO-LUMO gap at 0.3470 Eh. The value obtained for the LUMO energy is 0.01405 Ha.

***

Version d
The following is a quantum chemistry calculation of the molecule C4H5NO2, from the OMol25 dataset.

```
! wB97M-V def2-TZVPD RIJCOSX def2/J DEFGRID3
* xyz 0 1
O -2.55513 -0.32937 -0.29111
O 1.99202 -1.59783 -0.29827
N -0.16147 0.86814 0.29638
C 1.16295 -0.75194 -0.07001
C -1.77165 -1.18480 -0.00259
C -0.11557 -0.62142 0.50310
C 1.24872 0.81662 -0.17921
H 1.94147 1.32519 0.48867
H -0.86959 1.13253 -0.40250
H 1.35966 1.19122 -1.19553
H -0.33755 1.41495 1.14217
H -1.89386 -2.26329 0.00892
*
```

The calculation puts the HOMO-LUMO gap at 0.3147 Eh. The value obtained for the LUMO energy is 0.01427 Ha. As for the structure (SMILES): O=CC1=C([O-])C[NH2+]1.

***

So which one wins? Going from most stable to least: version b, version d, version c, version a.

***

Version a
The following is a quantum chemistry calculation of the molecule C4H5NO2, from the OMol25 dataset.

```
! wB97M-V def2-TZVPD RIJCOSX def2/J DEFGRID3
* xyz 0 1
O 1.60397 1.15288 -0.60338
O -2.30177 0.85785 0.05478
N 0.25026 0.95874 -0.74105
C 2.07771 0.17845 0.16397
C -1.57243 -0.34883 0.07035
C -0.06826 -0.12615 -0.08492
C 1.12523 -0.72447 0.46840
H -1.93042 -1.03208 -0.71072
H 1.57089 -1.69795 0.55487
H -1.79439 -0.80343 1.04049
H -2.05537 1.35677 -0.73582
H 3.09456 0.22821 0.52305
*
```

The calculation puts the HOMO-LUMO gap at 0.4045 Eh. The value obtained for the LUMO energy is 0.03544 Ha. As for the structure (SMILES): OCc1ccon1.

***

Version b
The following is a quantum chemistry calculation of the molecule C4H5NO2, from the OMol25 dataset.

```
! wB97M-V def2-TZVPD RIJCOSX def2/J DEFGRID3
* xyz 0 1
O 1.85836 -0.03023 1.50861
O -1.16321 1.92963 -1.50656
N -0.10216 -0.86275 0.61131
C -0.83660 -0.16461 -0.43240
C 0.66149 -0.16957 1.55798
C 0.37503 -0.99997 -0.73521
C -0.62631 1.30791 -0.62519
H -1.82935 -0.53928 -0.67135
H 1.29899 -0.48085 -0.99092
H 0.22856 -1.97572 -1.19160
H 0.04871 0.19378 2.39913
H 0.08648 1.79167 0.07619
*
```

The calculation puts the HOMO-LUMO gap at 0.3969 Eh. The value obtained for the LUMO energy is 0.02122 Ha. As for the structure (SMILES): O=C[C@H]1CN1C=O.

***

So which one wins? Going from most stable to least: version b, version a.

***

Version a
The following is a quantum chemistry calculation of the molecule C4H5NO2, from the OMol25 dataset.

```
! wB97M-V def2-TZVPD RIJCOSX def2/J DEFGRID3
* xyz 0 1
O 3.11139 -0.20167 -0.31221
O -2.64206 -0.37198 0.34702
N -0.43365 -0.10721 0.13083
C 1.92855 -0.21280 -0.55509
C 0.90315 0.37493 0.34857
C -0.21840 1.24595 -0.25208
C -1.40951 -0.80595 0.56357
H -1.30362 -1.73955 1.10404
H -2.54548 0.57656 0.10583
H 1.52482 -0.60902 -1.51376
H 1.21519 0.54002 1.37898
H -0.13039 1.31071 -1.34570
*
```

The calculation puts the HOMO-LUMO gap at 0.3161 Eh. The value obtained for the LUMO energy is 0.01853 Ha.

***

Version b
The following is a quantum chemistry calculation of the molecule C4H5NO2, from the OMol25 dataset.

```
! wB97M-V def2-TZVPD RIJCOSX def2/J DEFGRID3
* xyz 0 1
O -1.41275 1.02900 -0.70868
O -1.71885 0.62215 -2.76254
N 1.20524 -0.64487 -0.26712
C 1.29632 -0.85963 1.49213
C 0.39910 0.05538 0.37237
C -0.71289 0.80195 0.49960
C -0.82501 0.53998 -1.78356
H -1.10311 1.32377 1.35774
H 0.43011 -0.93804 2.15867
H -1.26538 0.24034 -3.52608
H 2.11975 -0.28655 1.90622
H 1.58746 -1.88350 1.26124
*
```

The calculation puts the HOMO-LUMO gap at 0.3078 Eh. The value obtained for the LUMO energy is 0.02456 Ha.

***

So which one wins? Going from most stable to least: version a, version b.

***

Version a
The following is a quantum chemistry calculation of the molecule C4H5NO2, from the OMol25 dataset.

```
! wB97M-V def2-TZVPD RIJCOSX def2/J DEFGRID3
* xyz 0 1
O -0.51321 -1.38640 2.04756
O -1.15800 -0.86776 -1.39648
N 0.39365 0.17224 -0.19209
C -1.09284 -1.37248 0.98319
C 0.83180 1.14565 -1.04621
C -0.56733 -0.69504 -0.20645
C 1.11221 1.25923 0.42906
H -2.06706 -1.86955 0.81826
H 2.06154 0.97304 0.87628
H 1.60168 0.88754 -1.77001
H 0.51071 1.94625 1.02479
H -0.96401 -0.02691 -1.87862
*
```

The calculation puts the HOMO-LUMO gap (alpha / beta) at 0.2610 / 0.2640 Eh. The value obtained for the LUMO energy (alpha / beta) is -0.02511 / -0.02429 Ha.

***

Version b
The following is a quantum chemistry calculation of the molecule C4H5NO2, from the OMol25 dataset.

```
! wB97M-V def2-TZVPD RIJCOSX def2/J DEFGRID3
* xyz 0 1
O -0.42851 1.00748 -1.22523
O 2.82274 0.12452 -0.66567
N -1.20490 0.38467 0.98075
C -1.21141 1.03510 -0.09000
C -0.27228 -0.66566 1.34852
C 0.46428 -0.03590 -1.43830
C 1.72143 0.06841 -1.04991
H 0.13874 -0.89529 -2.01147
H -0.33625 -1.53089 0.68052
H -0.51415 -0.99920 2.36088
H 0.76732 -0.31850 1.35164
H -1.94702 1.82526 -0.24174
*
```

The calculation puts the HOMO-LUMO gap at 0.3442 Eh. The value obtained for the LUMO energy is 0.00937 Ha. As for the structure (SMILES): C/N=C\OC=C=O.

***

Version c
The following is a quantum chemistry calculation of the molecule C4H5NO2, from the OMol25 dataset.

```
! wB97M-V def2-TZVPD RIJCOSX def2/J DEFGRID3
* xyz 0 1
O -0.64529 0.92395 -1.69792
O 1.14412 2.08050 -1.56236
N 0.45185 1.13899 -1.18921
C 0.33136 -1.29854 -0.29108
C 0.93580 0.16990 -0.33846
C -1.22728 0.10701 1.47704
C -0.36209 -0.41981 0.68407
H -2.15879 -0.46757 1.86305
H -0.29823 -1.82326 -0.94007
H 1.02908 -1.99634 0.13776
H 2.01366 0.40614 0.02625
H -1.21420 1.17903 1.83093
*
```

The calculation puts the HOMO-LUMO gap at 0.3764 Eh. The value obtained for the LUMO energy is 0.00247 Ha. As for the structure (SMILES): C=C1C[C@H]1[N+](=O)[O-].

***

Version d
The following is a quantum chemistry calculation of a cluster of 2 separate species, C4H5NO2 in total, from the OMol25 dataset.

```
! wB97M-V def2-TZVPD RIJCOSX def2/J DEFGRID3
* xyz 0 1
O -3.32620 0.24030 -1.09661
O 0.30106 0.38908 1.50089
N -2.91765 -0.20802 -0.07586
C 1.58928 -0.72308 -0.93913
C 1.80352 0.49065 -0.40377
C 1.01238 1.00760 0.69717
C -2.44611 -0.64386 0.89165
H -2.70276 -1.26517 1.69327
H 2.20543 -1.16111 -1.75130
H 0.96256 2.14382 0.65850
H 0.79210 -1.34430 -0.55909
H 2.72639 1.07409 -0.61572
*
```

The calculation puts the HOMO-LUMO gap at 0.3627 Eh. The value obtained for the LUMO energy is -0.00463 Ha. As for the structure (SMILES): C#[N+][O-].C=CC=O.

***

So which one wins? Going from most stable to least: version b, version a, version d, version c.